Entry 1:
68
Properties=species:S:1:pos:R:3:lowdin_spin:R:1 method="wB97M-V/def2-TZVPD" e_above_lowest_kj_mol=101.2 homo_energy_ha="-0.7000 / -0.7522" total_energy_ev=-120800.4534 e_lumo_ev="-11.10 / -16.14" spin_multiplicity=5 homo_lumo_gap_ev="7.9 / 4.3" charge=+4
Pt -0.21 -0.09 0.79 0.804
Se 0.63 -1.19 -4.08 0.212
P -0.82 2.07 0.03 0.222
P -2.19 -0.97 0.02 0.065
P 0.82 -2.25 0.78 0.247
N -0.67 0.01 3.03 0.217
N -1.97 0.00 4.80 0.009
C 3.53 1.70 -5.07 0.041
C 1.44 0.83 1.49 0.179
C 3.32 1.66 -2.65 0.087
C 1.96 0.19 -4.02 0.242
C -3.72 0.01 0.28 0.018
C 0.48 3.34 -0.03 0.040
C 2.63 -2.35 0.99 0.045
C 0.11 0.31 4.15 0.012
C 3.90 2.20 -3.81 0.250
C -1.90 -0.19 3.47 0.035
C 2.35 0.67 -2.76 0.081
C -1.50 2.15 -1.67 0.033
C -2.01 2.84 1.17 0.055
C -2.33 -1.37 -1.75 0.013
C 0.26 -3.29 2.17 0.051
C 0.57 -3.27 -0.74 0.025
C 2.41 1.04 0.46 0.665
C -2.75 -2.55 0.78 0.004
C 2.59 0.69 -5.17 0.070
C -0.69 0.30 5.26 0.028
H 0.80 -2.62 -1.60 0.002
H 2.77 0.20 -0.10 0.035
H -3.32 -1.82 -1.87 0.002
H 3.64 2.02 -1.68 0.003
H 3.16 -2.15 0.06 0.000
H 1.17 0.54 4.08 0.001
H 4.00 2.11 -5.98 -0.001
H -3.76 0.93 -0.32 0.000
H -2.51 1.72 -1.74 0.000
H -4.52 -0.67 -0.06 0.003
H -1.56 2.88 2.17 0.000
H -2.95 2.28 1.25 0.000
H 4.63 3.01 -3.73 0.009
H -2.22 3.86 0.80 0.013
H 1.88 0.26 -1.87 0.013
H 3.11 1.87 0.59 0.032
H -0.44 0.48 6.30 0.002
H 1.35 2.96 -0.59 0.013
H 1.68 -0.02 2.16 0.046
H 0.78 -4.26 2.08 0.012
H -1.55 3.19 -2.00 0.008
H 1.25 1.78 2.03 0.002
H -2.11 -3.39 0.49 0.000
H -3.77 -2.72 0.41 0.001
H -2.77 -2.45 1.88 0.000
H -1.55 -2.08 -2.08 0.001
H 1.25 -4.13 -0.77 0.007
H -0.42 -0.27 -4.54 0.026
H 0.80 3.60 0.99 0.000
H -3.87 0.25 1.34 0.000
H -0.82 1.61 -2.34 0.002
H -0.82 -3.45 2.13 0.000
H 2.30 0.26 -6.14 0.001
H -0.46 -3.65 -0.82 0.000
H 2.88 -3.38 1.28 0.011
H 0.11 4.23 -0.55 0.005
H -2.27 -0.46 -2.36 0.001
H 2.97 -1.68 1.78 0.002
H -2.76 -0.45 2.88 0.001
H -2.82 -0.05 5.36 0.001
H 0.51 -2.81 3.13 0.000

***

Entry 2:
63
Properties=species:S:1:pos:R:3:nbo_charge:R:1 method="wB97M-V/def2-TZVPD" e_above_lowest_kj_mol=16.0 smiles="Cc1ccc(C)c(NS(=O)(=O)c2cc(C(=O)NCCSC3CCCCC3)ccc2C)c1" homo_energy_ha=-0.3254 total_energy_ev=-56201.9412 e_lumo_ev=0.45 homo_lumo_gap_ev=9.3 charge=0
S -1.03 -2.48 -0.67 0.128
S 2.26 4.90 0.04 2.303
O -1.86 2.26 -2.29 -0.610
O 2.20 5.10 -1.37 -0.928
O 2.68 6.01 0.86 -0.940
N 3.34 3.65 0.39 -0.863
N -1.98 0.55 -0.82 -0.623
C -2.10 -4.89 -1.54 -0.417
C 3.69 2.63 -2.27 -0.649
C -0.96 -5.71 -0.93 -0.406
C -1.43 2.54 1.23 -0.163
C -2.50 -0.40 -1.77 -0.242
C 1.72 0.34 0.81 -0.033
C 0.29 4.10 1.91 0.008
C -1.00 2.60 -0.09 -0.146
C 0.98 4.84 3.01 -0.666
C 1.79 -0.13 -0.49 -0.165
C -1.64 1.81 -1.18 0.670
C 0.06 3.44 -0.41 -0.163
C -2.43 -3.68 -0.67 -0.304
C 0.71 4.16 0.58 -0.271
C -0.81 3.29 2.20 -0.214
C 2.42 0.61 -1.47 -0.209
C 2.98 1.86 -1.21 -0.036
C -2.74 -4.10 0.76 -0.413
C -1.59 -4.92 1.36 -0.401
C 2.88 2.35 0.10 0.187
C 1.05 -0.45 1.89 -0.630
C 2.28 1.58 1.09 -0.254
C -1.47 -1.46 -2.12 -0.522
C -1.31 -6.14 0.49 -0.398
H -2.27 1.91 1.50 0.221
H -3.65 -4.69 0.76 0.206
H 1.35 -1.09 -0.73 0.205
H 1.80 -0.88 2.56 0.220
H 4.66 2.96 -1.90 0.227
H 0.25 5.31 3.66 0.228
H 0.40 0.18 2.49 0.213
H -1.61 0.16 0.03 0.407
H 0.47 -1.26 1.47 0.225
H 2.24 1.97 2.10 0.204
H -1.84 -2.13 -2.90 0.222
H -2.20 -6.78 0.47 0.192
H 1.57 4.15 3.62 0.217
H -0.49 -6.71 0.92 0.210
H -0.70 -4.29 1.40 0.200
H -3.28 -3.13 -1.09 0.217
H 3.13 3.53 -2.52 0.256
H -1.16 3.25 3.22 0.216
H 0.40 3.53 -1.43 0.262
H -0.77 -6.58 -1.55 0.211
H -0.55 -1.00 -2.45 0.234
H 3.83 2.03 -3.16 0.211
H -2.91 -3.21 1.37 0.215
H -3.41 -0.86 -1.36 0.192
H -0.06 -5.10 -0.91 0.210
H 1.64 5.60 2.61 0.263
H 3.62 3.76 1.36 0.402
H -1.85 -5.22 2.37 0.212
H -2.77 0.17 -2.67 0.246
H -1.82 -4.56 -2.54 0.210
H 2.49 0.22 -2.48 0.211
H -3.00 -5.51 -1.62 0.204

***

Entry 3:
82
Properties=species:S:1:pos:R:3:lowdin_spin:R:1 method="wB97M-V/def2-TZVPD" e_above_lowest_kj_mol=0.0 homo_energy_ha="-0.6035 / -0.6035" total_energy_ev=-99372.9125 e_lumo_ev="-8.73 / -8.72" spin_multiplicity=4 homo_lumo_gap_ev="7.7 / 7.7" charge=+3
Er 11.19 10.22 11.72 3.020
S 8.65 8.52 13.37 0.000
S 12.31 7.52 9.69 0.000
O 6.17 12.95 17.41 0.000
O 10.17 8.84 13.10 -0.004
O 9.42 10.98 10.29 -0.003
O 11.59 8.89 9.97 -0.005
O 6.71 10.92 18.14 0.000
O 11.39 12.44 11.06 -0.003
N 11.52 11.07 14.00 -0.003
N 13.57 10.45 12.31 -0.003
C 14.58 10.20 11.46 0.000
C 8.36 6.58 16.91 0.000
C 6.53 8.15 16.68 0.000
C 8.20 12.28 15.27 0.000
C 8.14 10.35 9.99 0.000
C 10.36 6.20 11.15 0.000
C 7.14 7.11 17.40 0.000
C 8.28 8.04 15.05 0.000
C 14.23 7.26 7.79 0.000
C 12.70 11.13 14.46 0.000
C 12.59 6.09 5.84 0.000
C 14.80 6.68 6.69 0.000
C 15.13 10.88 14.03 0.000
C 9.30 12.06 14.42 0.000
C 9.27 11.02 17.03 0.000
C 10.98 6.26 9.76 0.000
C 14.00 6.07 5.71 0.000
C 8.18 11.78 16.54 0.000
C 15.92 10.34 11.83 0.000
C 8.99 6.90 11.17 0.000
C 12.03 13.64 11.60 0.000
C 11.03 12.59 9.68 0.000
C 16.18 10.72 13.14 0.000
C 12.83 7.26 7.96 0.000
C 8.91 7.01 15.71 0.000
C 13.83 10.78 13.54 0.000
C 10.38 10.86 16.21 0.000
C 10.42 11.37 14.89 0.000
C 7.13 8.61 15.51 0.000
C 12.02 6.68 6.98 0.000
C 8.36 6.90 12.57 0.000
C 6.99 11.83 17.42 0.000
C 9.61 12.20 9.54 0.000
H 9.25 10.59 18.02 0.000
H 11.98 5.64 5.06 0.000
H 15.27 11.12 15.10 0.000
H 14.35 9.92 10.47 0.000
H 15.87 6.71 6.57 0.000
H 6.71 9.51 15.04 0.000
H 13.00 13.76 11.21 0.000
H 7.35 12.86 14.91 0.000
H 8.69 6.11 13.19 0.000
H 11.17 13.62 9.43 0.000
H 11.40 14.48 11.33 0.000
H 17.15 10.80 13.56 0.000
H 9.84 6.56 15.42 0.000
H 11.61 11.94 9.04 0.000
H 8.95 12.91 9.93 0.000
H 7.53 10.29 10.90 0.000
H 16.71 10.19 11.14 0.000
H 11.00 6.57 11.94 0.000
H 6.73 6.72 18.30 0.000
H 8.82 5.77 17.42 0.000
H 6.62 13.69 16.94 0.000
H 10.24 6.58 9.04 0.000
H 8.32 9.32 9.68 0.000
H 12.92 11.40 15.49 0.000
H 14.45 5.56 4.86 0.000
H 14.87 7.63 8.55 0.000
H 9.21 12.41 13.41 0.000
H 11.99 13.36 12.68 0.000
H 7.61 10.92 9.21 0.000
H 10.93 6.66 7.05 0.000
H 7.25 6.85 12.57 0.000
H 9.38 11.98 8.50 0.000
H 8.38 6.34 10.50 0.000
H 10.23 5.14 11.49 0.000
H 5.68 8.67 17.06 0.000
H 11.40 5.28 9.44 0.000
H 9.15 7.91 10.72 0.000
H 11.23 10.25 16.52 0.000

***

Entry 4:
186
Properties=species:S:1:pos:R:3:lowdin_charge:R:1 method="wB97M-V/def2-TZVPD" e_above_lowest_kj_mol=0.0 smiles="CCOP(=O)(OCC)OCC.CCOP(=O)(OCC)OCC.CCOP(=O)(OCC)OCC.CCOP(=O)(OCC)OCC.CCOP(=O)(OCC)OCC.CCOP(=O)(OCC)OCC.O=C1OCCO1.O=C1OCCO1.O=C1OCCO1" homo_energy_ha=-0.3785 total_energy_ev=-171633.6651 e_lumo_ev=0.47 homo_lumo_gap_ev=10.8 charge=0
P 0.08 -1.47 -5.39 0.388
P -4.00 2.49 -3.51 0.419
P 5.46 6.40 -1.80 0.407
P 3.72 -6.31 4.39 0.404
P -2.09 -3.55 0.45 0.440
P -3.66 -1.99 6.02 0.416
O 2.66 6.74 3.19 0.063
O 0.65 -0.37 -6.34 -0.166
O -1.39 -1.61 -5.28 -0.231
O 5.57 5.68 -0.50 -0.249
O -3.64 1.29 -2.76 -0.223
O 0.82 -1.29 -3.98 -0.180
O 2.65 -0.32 4.08 0.046
O 0.71 -2.83 -5.92 -0.181
O -2.98 -3.29 5.96 -0.223
O -5.24 -2.07 6.05 -0.179
O 2.78 -6.69 5.64 -0.170
O 5.12 -6.20 4.79 -0.211
O -4.52 2.23 -5.01 -0.187
O 1.11 5.49 2.20 0.071
O 3.07 -4.97 3.83 -0.167
O -2.83 3.55 -3.81 -0.202
O 0.50 7.45 3.01 0.152
O 3.31 -7.40 3.28 -0.181
O -3.08 -4.60 1.18 -0.157
O -0.77 -3.30 1.02 -0.214
O 5.35 8.03 -1.61 -0.201
O 1.39 1.35 1.07 0.049
O 1.75 2.83 -0.62 0.163
O -2.19 -3.93 -1.08 -0.187
O -3.38 -1.10 4.68 -0.196
O 0.03 1.43 -0.71 0.042
O 1.60 1.63 4.29 0.173
O 3.71 1.47 3.42 0.055
O -3.25 -1.01 7.20 -0.155
O -3.03 -2.23 0.59 -0.185
O 6.51 6.08 -2.90 -0.159
O -5.16 3.38 -2.81 -0.207
O 4.12 6.17 -2.58 -0.171
C -6.01 -2.91 5.16 -0.237
C 1.94 6.81 -3.21 -0.055
C -5.37 3.19 -5.67 -0.254
C -2.14 -1.24 4.03 -0.282
C 4.47 0.38 2.99 -0.124
C -6.02 2.96 -1.74 -0.226
C -4.83 0.61 8.24 -0.064
C -4.99 -0.85 -0.03 -0.058
C -0.09 -3.99 -6.21 -0.278
C 3.66 -4.35 2.69 -0.269
C 3.97 -0.77 3.92 -0.097
C 8.73 5.25 -3.28 -0.073
C -1.06 -0.25 4.54 -0.055
C -7.16 2.06 -2.29 -0.064
C 2.24 4.66 2.43 -0.115
C 7.31 9.54 -1.96 -0.076
C 0.72 0.00 -3.34 -0.237
C -3.70 0.34 7.23 -0.283
C 1.11 1.97 -0.13 -0.549
C -0.09 -4.12 -2.27 -0.048
C 0.92 -8.29 5.97 -0.053
C -5.67 -2.86 3.70 -0.076
C 4.04 -8.62 3.36 -0.258
C 3.09 -9.85 3.25 -0.061
C -2.56 -7.02 1.16 -0.051
C 1.35 6.63 2.85 -0.580
C -1.47 0.29 -7.57 -0.078
C -2.35 5.21 -2.18 -0.059
C 3.35 5.69 2.51 -0.113
C -0.11 0.65 -7.02 -0.228
C 1.39 -6.90 5.46 -0.275
C -5.38 2.98 -7.20 -0.050
C 7.92 6.39 -2.80 -0.272
C 2.81 6.35 -2.05 -0.269
C -0.74 -3.97 -7.57 -0.058
C 0.54 0.21 1.20 -0.093
C -0.52 0.42 0.12 -0.105
C -1.44 -3.43 -2.17 -0.249
C -3.98 -1.91 -0.42 -0.284
C -1.90 3.84 -2.73 -0.216
C 1.83 0.96 -3.77 -0.052
C 2.58 -3.56 1.95 -0.067
C 6.32 8.88 -1.01 -0.272
C -2.53 -5.67 1.89 -0.316
C 2.56 1.02 3.98 -0.565
H -0.33 1.31 -6.18 0.108
H 8.26 9.01 -2.07 0.054
H 3.83 6.02 1.58 0.115
H -0.65 -0.53 -0.39 0.113
H 0.91 -6.11 6.05 0.120
H -1.80 5.26 -1.23 0.079
H -1.99 6.06 -2.75 0.070
H 0.24 -8.05 6.80 0.070
H -1.44 -2.34 -2.05 0.108
H 2.12 6.08 -4.01 0.079
H -7.48 2.24 -3.31 0.071
H 5.51 0.61 3.26 0.132
H -3.64 -7.19 1.27 0.077
H 1.70 1.87 -3.16 0.066
H 3.04 -3.13 1.06 0.086
H 8.61 4.82 -4.27 0.085
H -5.78 0.39 7.75 0.069
H -1.98 -7.81 1.63 0.074
H -4.97 4.16 -5.37 0.110
H 6.69 8.32 -0.15 0.120
H 4.50 -8.78 4.33 0.112
H 8.18 6.56 -1.76 0.123
H -1.31 0.72 4.09 0.079
H -8.00 2.07 -1.60 0.076
H 2.23 4.24 3.44 0.125
H 1.69 1.38 -4.76 0.065
H -4.57 -0.08 0.62 0.079
H 1.05 -6.67 4.45 0.108
H 7.58 10.52 -1.56 0.077
H -4.52 2.40 -7.52 0.070
H -6.76 1.04 -2.22 0.058
H 0.43 -3.94 -3.21 0.061
H -4.42 -2.80 -0.87 0.123
H -6.31 2.48 -7.45 0.071
H 2.45 5.44 -1.56 0.109
H -4.05 0.76 6.28 0.115
H 4.04 -1.67 3.32 0.096
H -1.64 -2.21 3.99 0.113
H 0.47 1.24 -7.72 0.121
H 3.63 -10.76 3.00 0.075
H -2.25 0.43 -6.83 0.072
H 6.90 9.62 -2.96 0.088
H -1.28 -4.92 -7.64 0.084
H -4.70 0.16 9.23 0.077
H -1.29 -3.05 -7.75 0.062
H 2.84 0.67 -3.49 0.089
H 0.50 -4.89 -6.02 0.121
H 5.71 9.66 -0.56 0.117
H -5.45 -0.32 -0.87 0.054
H 4.41 0.16 1.93 0.133
H 1.61 -4.04 1.89 0.068
H -0.30 0.34 -3.53 0.121
H -2.05 3.07 -1.97 0.095
H -2.87 1.00 7.45 0.116
H -3.41 5.26 -1.95 0.069
H -5.83 -1.29 0.51 0.070
H -1.50 -5.46 2.24 0.106
H -1.98 -3.58 -3.11 0.119
H -0.80 -4.02 -5.37 0.092
H 4.79 -8.69 2.57 0.117
H -5.40 3.94 -7.71 0.074
H 2.71 7.02 -1.18 0.120
H 0.07 -4.05 -8.31 0.082
H -4.83 1.70 8.33 0.075
H 0.14 0.21 2.22 0.101
H -0.32 -5.18 -2.25 0.084
H -4.88 -3.52 3.36 0.073
H 0.90 6.74 -2.91 0.068
H -5.38 2.40 -1.07 0.105
H 0.90 -0.09 -2.27 0.098
H -6.39 3.12 -5.30 0.101
H 8.29 4.43 -2.69 0.091
H -5.36 -1.86 3.38 0.073
H 4.55 -0.76 4.84 0.140
H -1.63 0.73 -8.56 0.079
H -0.94 -0.14 5.61 0.082
H -0.91 3.87 -3.17 0.118
H 8.04 7.33 -3.35 0.107
H -5.73 -3.89 5.55 0.116
H 0.56 -3.88 -1.43 0.071
H 2.36 3.84 1.72 0.117
H -1.49 0.68 0.55 0.135
H 2.29 -9.71 2.52 0.075
H 9.76 5.26 -2.94 0.086
H -6.59 3.80 -1.36 0.115
H -2.35 -6.84 0.11 0.072
H 3.93 -5.16 2.00 0.114
H 4.16 5.29 3.13 0.132
H 1.75 -8.83 6.42 0.076
H -3.52 -1.47 -1.32 0.107
H -0.09 -0.50 4.12 0.047
H -1.48 -0.74 -7.93 0.065
H 2.20 7.83 -3.47 0.080
H -7.06 -2.84 5.40 0.118
H 2.30 -2.65 2.51 0.053
H 1.11 -0.70 1.02 0.129
H -6.54 -3.05 3.07 0.079
H 2.56 -9.90 4.20 0.053
H -3.04 -5.77 2.86 0.120
H 0.46 -8.82 5.15 0.066
H 4.53 -3.72 2.89 0.109
H -2.39 -1.14 2.97 0.104

***

Entry 5:
13
Properties=species:S:1:pos:R:3:nbo_charge:R:1 method="wB97M-V/def2-TZVPD" e_above_lowest_kj_mol=192.4 smiles="C=C/C(Br)=C/C" homo_energy_ha=-0.3321 total_energy_ev=-75337.8244 e_lumo_ev=0.78 homo_lumo_gap_ev=9.8 charge=0
Br -0.33 -1.05 -2.24 -0.001
C -0.83 0.41 0.12 -0.229
C 2.63 -0.97 0.58 -0.386
C 0.17 -0.32 -0.51 -0.081
C -2.10 0.78 -0.55 -0.666
C 1.72 -1.12 -0.35 -0.183
H 1.94 -1.94 -0.96 0.210
H -0.75 0.74 1.21 0.227
H -1.88 1.16 -1.65 0.239
H -2.51 1.60 0.10 0.220
H 2.41 -0.24 1.33 0.192
H -2.89 -0.03 -0.66 0.239
H 3.60 -1.55 0.66 0.220